The following is a quantum chemistry calculation of a 5-piece molecular cluster, C35H70BrF8NO15S5 overall, from OMol25.

Summary:
- Calculated total energy: -7922.7183 a.u.
- HOMO level: -9.662 eV
- Orbital gap: 9.99 eV
- Structure (SMILES): CCCCCC[C@]1(C(F)(F)C(F)(F)C(F)(F)F)OS(=O)(=O)[C@H](CCCBr)[C@@H]([C@@H](F)CC)[C@@]1(CC)CNC.CCOS(C)(=O)=O.CCOS(C)(=O)=O.CCOS(C)(=O)=O.CCOS(C)(=O)=O

Each atom is followed by the atoms it is bonded to, with distances in Å.
Atoms and positions in Å:
1 C 3.0466 4.4223 3.9849  C2 1.542, H38 1.093, H39 1.089, H40 1.086
2 C 2.6937 3.2057 3.1064  C1 1.542, C3 1.556, H41 1.091, H42 1.093
3 C 1.2169 3.3119 2.6267  C2 1.556, C4 1.542, H43 1.090, H44 1.091
4 C 1.0495 3.1827 1.0992  C3 1.542, C5 1.574, H45 1.088, H46 1.088
5 C 0.7722 1.6830 0.7102  C4 1.574, C6 1.551, H47 1.083, H48 1.082
6 C 2.0129 1.2137 -0.0940  C5 1.551, C7 1.574, H49 1.090, H50 1.083
7 C 2.0690 -0.3337 -0.3790  C6 1.574, C8 1.559, O18 1.458, C32 1.549
8 C 2.2211 -0.4765 -1.9244  C7 1.559, F9 1.355, F10 1.351, C11 1.565
9 F 1.0075 -0.1967 -2.4592  C8 1.355
10 F 2.4707 -1.7338 -2.3503  C8 1.351
11 C 3.1721 0.4699 -2.7292  C8 1.565, F12 1.342, F13 1.335, C14 1.581
12 F 2.4471 1.4632 -3.2672  C11 1.342
13 F 4.1592 1.0763 -2.0657  C11 1.335
14 C 3.8459 -0.2034 -3.9905  C11 1.581, F15 1.309, F16 1.308, F17 1.336
15 F 2.9911 -0.7457 -4.8198  C14 1.309
16 F 4.8431 -0.9940 -3.6882  C14 1.308
17 F 4.3879 0.8262 -4.6477  C14 1.336
18 O 0.6798 -0.6842 -0.1062  C7 1.458, S19 1.581
19 S 0.2569 -2.2047 -0.1939  O18 1.581, O20 1.425, O21 1.427, C22 1.782
20 O -0.0584 -2.6765 -1.5005  S19 1.425
21 O -0.9267 -2.3462 0.5914  S19 1.427
22 C 1.4781 -3.2978 0.5053  S19 1.782, C23 1.543, C27 1.576, H51 1.083
23 C 0.9568 -3.9268 1.8141  C22 1.543, C24 1.545, H52 1.092, H53 1.083
24 C 0.0186 -5.1254 1.5505  C23 1.545, C25 1.528, H54 1.091, H55 1.090
25 C 0.0172 -6.1103 2.7183  C24 1.528, Br26 1.948, H56 1.087, H57 1.085
26 Br -0.3554 -5.2270 4.4139  C25 1.948
27 C 2.9149 -2.6736 0.6733  C22 1.576, C28 1.532, C32 1.586, H58 1.087
28 C 3.9390 -3.6323 0.0579  C27 1.532, F29 1.431, C30 1.532, H59 1.086
29 F 3.8671 -4.7766 0.9149  C28 1.431
30 C 3.7206 -4.2009 -1.3476  C28 1.532, C31 1.563, H60 1.087, H61 1.087
31 C 4.7990 -3.6904 -2.3573  C30 1.563, H62 1.086, H63 1.087, H64 1.084
32 C 3.0523 -1.0993 0.5407  C7 1.549, C27 1.586, C33 1.568, C35 1.573
33 C 2.9462 -0.5455 2.0037  C32 1.568, C34 1.540, H65 1.090, H66 1.086
34 C 1.6945 -0.9001 2.8282  C33 1.540, H67 1.085, H68 1.086, H69 1.091
35 C 4.5548 -0.7941 0.1880  C32 1.573, N36 1.478, H70 1.091, H71 1.091
36 N 5.0026 0.5830 0.4849  C35 1.478, C37 1.480, H72 1.014
37 C 5.9674 0.6286 1.6064  N36 1.480, H73 1.084, H74 1.090, H75 1.096
38 H 3.2651 5.2602 3.3177  C1 1.093
39 H 3.9468 4.2519 4.5738  C1 1.089
40 H 2.2195 4.7039 4.6304  C1 1.086
41 H 3.3566 3.1438 2.2416  C2 1.091
42 H 2.8695 2.3286 3.7336  C2 1.093
43 H 0.8387 4.2714 2.9783  C3 1.090
44 H 0.6441 2.5541 3.1632  C3 1.091
45 H 1.9422 3.5471 0.5956  C4 1.088
46 H 0.1644 3.7639 0.8480  C4 1.088
47 H -0.1123 1.7081 0.0858  C5 1.083
48 H 0.6388 1.1556 1.6451  C5 1.082
49 H 1.9094 1.7935 -1.0116  C6 1.090
50 H 2.8965 1.5758 0.4166  C6 1.083
51 H 1.4950 -4.1565 -0.1552  C22 1.083
52 H 1.7824 -4.2983 2.4252  C23 1.092
53 H 0.3912 -3.2270 2.4169  C23 1.083
54 H 0.2268 -5.6102 0.5957  C24 1.091
55 H -0.9910 -4.7163 1.5041  C24 1.090
56 H 0.9649 -6.6421 2.7322  C25 1.087
57 H -0.7782 -6.8299 2.5526  C25 1.085
58 H 3.0822 -2.8616 1.7308  C27 1.087
59 H 4.9850 -3.3552 0.1448  C28 1.086
60 H 3.8928 -5.2735 -1.3182  C30 1.087
61 H 2.7146 -4.0920 -1.7449  C30 1.087
62 H 5.4429 -4.5079 -2.6663  C31 1.086
63 H 4.2650 -3.4150 -3.2629  C31 1.087
64 H 5.3782 -2.8595 -1.9697  C31 1.084
65 H 3.7811 -1.0317 2.5089  C33 1.090
66 H 3.1347 0.5212 2.0773  C33 1.086
67 H 0.7377 -0.8678 2.3179  C34 1.085
68 H 1.8677 -1.8471 3.3307  C34 1.086
69 H 1.6236 -0.1799 3.6444  C34 1.091
70 H 5.1121 -1.4195 0.8877  C35 1.091
71 H 4.7603 -1.0740 -0.8463  C35 1.091
72 H 5.5869 0.8427 -0.3021  N36 1.014
73 H 5.5349 0.2689 2.5334  C37 1.084
74 H 6.2372 1.6703 1.7805  C37 1.090
75 H 6.8892 0.1093 1.3221  C37 1.096
76 O -0.1147 2.1278 6.2778  S77 1.431
77 S -0.0370 0.7813 6.7552  O76 1.431, O78 1.430, O79 1.591, C82 1.761
78 O 0.3161 -0.2887 5.8753  S77 1.430
79 O -1.3976 0.4157 7.4939  S77 1.591, C80 1.442
80 C -2.6302 0.6301 6.7766  O79 1.442, C81 1.516, H83 1.091, H84 1.089
81 C -2.8980 -0.4654 5.7630  C80 1.516, H85 1.090, H86 1.090, H87 1.090
82 C 1.0058 0.7253 8.1735  S77 1.761, H88 1.087, H89 1.088, H90 1.087
83 H -2.6262 1.6142 6.3050  C80 1.091
84 H -3.4169 0.6353 7.5292  C80 1.089
85 H -2.1765 -0.4329 4.9467  C81 1.090
86 H -3.8957 -0.3518 5.3385  C81 1.090
87 H -2.8182 -1.4484 6.2282  C81 1.090
88 H 0.7015 1.5075 8.8636  C82 1.087
89 H 2.0259 0.8946 7.8354  C82 1.088
90 H 0.9203 -0.2562 8.6328  C82 1.087
91 O -0.8793 0.1987 -9.2650  S92 1.432
92 S -1.7088 0.5671 -8.1578  O91 1.432, O93 1.430, O94 1.591, C97 1.761
93 O -1.8467 1.9360 -7.7696  S92 1.430
94 O -1.2838 -0.2935 -6.8889  S92 1.591, C95 1.438
95 C 0.0974 -0.2996 -6.4871  O94 1.438, C96 1.514, H98 1.092, H99 1.090
96 C 0.4680 0.9595 -5.7317  C95 1.514, H100 1.090, H101 1.082, H102 1.090
97 C -3.3104 -0.1368 -8.3583  S92 1.761, H103 1.087, H104 1.088, H105 1.089
98 H 0.7481 -0.4536 -7.3502  C95 1.092
99 H 0.2158 -1.1654 -5.8361  C95 1.090
100 H 0.4467 1.8325 -6.3847  C96 1.090
101 H 1.4619 0.8716 -5.3123  C96 1.082
102 H -0.2411 1.1395 -4.9238  C96 1.090
103 H -3.2022 -1.1903 -8.6012  C97 1.087
104 H -3.7988 0.3921 -9.1742  C97 1.088
105 H -3.8697 -0.0040 -7.4338  C97 1.089
106 O -5.8013 -1.5701 -3.1498  S107 1.431
107 S -5.5011 -0.3114 -3.7598  O106 1.431, O108 1.430, O109 1.589, C112 1.763
108 O -4.9345 -0.2424 -5.0712  S107 1.430
109 O -4.6151 0.5491 -2.7594  S107 1.589, C110 1.444
110 C -3.4080 -0.0358 -2.2256  O109 1.444, C111 1.512, H113 1.092, H114 1.089
111 C -2.2809 -0.0038 -3.2333  C110 1.512, H115 1.091, H116 1.089, H117 1.091
112 C -6.9346 0.7137 -3.7098  S107 1.763, H118 1.087, H119 1.088, H120 1.087
113 H -3.5939 -1.0526 -1.8741  C110 1.092
114 H -3.1391 0.5620 -1.3554  C110 1.089
115 H -2.4844 -0.6707 -4.0720  C111 1.091
116 H -1.3484 -0.3193 -2.7669  C111 1.089
117 H -2.1554 1.0006 -3.6406  C111 1.091
118 H -7.3401 0.7042 -2.7018  C112 1.087
119 H -7.6566 0.3001 -4.4107  C112 1.088
120 H -6.6552 1.7209 -4.0085  C112 1.087
121 O -5.0697 2.4793 2.3195  S122 1.431
122 S -5.3288 2.3879 0.9153  O121 1.431, O123 1.430, O124 1.596, C127 1.761
123 O -4.3396 2.7520 -0.0503  S122 1.430
124 O -6.6798 3.1724 0.5900  S122 1.596, C125 1.439
125 C -6.7882 4.5378 1.0310  O124 1.439, C126 1.516, H128 1.091, H129 1.089
126 C -6.0316 5.4907 0.1258  C125 1.516, H130 1.090, H131 1.090, H132 1.090
127 C -5.9158 0.7690 0.5456  S122 1.761, H133 1.087, H134 1.088, H135 1.087
128 H -6.4571 4.6273 2.0671  C125 1.091
129 H -7.8505 4.7763 1.0093  C125 1.089
130 H -4.9558 5.3339 0.2005  C126 1.090
131 H -6.2447 6.5240 0.4012  C126 1.090
132 H -6.3113 5.3349 -0.9163  C126 1.090
133 H -6.7058 0.5138 1.2469  C127 1.087
134 H -5.0769 0.0841 0.6547  C127 1.088
135 H -6.2806 0.7535 -0.4778  C127 1.087